DFT (ωB97M-V/def2-TZVPD) results for a molecular structure, C21H16AuN3OS5.

Frontier orbital gap (alpha / beta)   4.47 / 4.07 eV
DFT total energy   -86421.66134 eV
Maximum force   0.0186 hartree/bohr
Multiplicity   2
Total charge   -1
Energy relative to the best compared isomer or geometry (same formula, charge and spin)   27.38 kcal per mole
<S²>   0.77

Cartesian coordinates (Å):
Au1 0.302 -1.140 0.360
S1 5.696 -0.904 5.683
C1 4.525 -0.978 4.534
S2 2.837 -1.129 4.881
C2 2.207 -1.183 3.240
C3 3.191 -1.082 2.233
S3 3.017 -1.109 0.563
S4 4.837 -0.912 2.835
S5 0.535 -1.325 3.083
O1 -2.245 -0.842 -0.026
N1 -2.686 0.307 0.264
C4 -2.769 0.700 1.568
C5 -3.183 1.969 1.902
C6 -3.540 2.877 0.914
C7 -3.458 2.459 -0.411
C8 -3.034 1.187 -0.718
H1 -2.456 -0.045 2.285
H2 -3.210 2.250 2.947
H3 -3.862 3.879 1.163
H4 -3.705 3.136 -1.220
H5 -2.938 0.804 -1.722
N2 0.332 6.443 -0.099
C9 0.389 5.301 -0.014
C10 0.437 3.866 0.086
C11 0.557 3.238 1.317
C12 0.538 1.855 1.368
N3 0.409 1.090 0.287
C13 0.345 1.694 -0.899
C14 0.355 3.070 -1.046
H6 0.654 3.822 2.222
H7 0.628 1.322 2.309
H8 0.287 1.034 -1.754
H9 0.296 3.520 -2.028
C15 0.159 -3.206 -0.191
C16 0.276 -3.197 -1.660
C17 1.527 -3.236 -2.307
C18 1.627 -3.187 -3.689
C19 0.488 -3.123 -4.484
C20 -0.761 -3.103 -3.865
C21 -0.866 -3.132 -2.485
H10 0.979 -3.714 0.315
H11 -0.818 -3.544 0.159
H12 2.425 -3.282 -1.698
H13 2.607 -3.200 -4.157
H14 0.570 -3.094 -5.565
H15 -1.661 -3.071 -4.472
H16 -1.840 -3.081 -2.008

Forces on atoms 1 to 3 (eV/Å):
Au 0.320 -0.871 -0.233
S 0.093 0.065 0.133
C -0.124 -0.062 -0.183

=====

DFT (ωB97M-V/def2-TZVPD) results for a molecular structure, C32H57N4OP2Sr.

Frontier orbital gap   5.89 eV
DFT total energy   -61525.85747 eV
Maximum force   0.0754 hartree/bohr
Total charge   +1
Energy relative to the best compared isomer or geometry (same formula, charge and spin)   0.00 kcal per mole

Cartesian coordinates (Å):
C1 2.808 1.098 0.777
C2 0.884 2.081 1.690
C3 3.645 1.951 1.492
C4 1.707 2.853 2.557
C5 3.084 2.797 2.452
H1 4.715 1.914 1.298
H2 1.209 3.489 3.290
H3 3.722 3.403 3.090
N1 1.467 1.120 0.881
P1 2.602 -1.475 -0.439
P2 -1.864 1.996 0.643
C6 3.463 0.150 -0.248
H4 3.471 0.670 -1.220
H5 4.524 -0.009 0.009
C7 -0.531 2.304 1.740
H6 -0.837 2.802 2.666
C8 -2.157 3.697 -0.210
C9 -3.289 1.530 1.884
C10 2.714 -1.977 -2.301
C11 3.550 -2.523 0.826
C12 -2.900 3.389 -1.521
H7 -3.857 2.879 -1.338
H8 -3.113 4.329 -2.050
H9 -2.293 2.749 -2.175
C13 -2.946 4.688 0.648
H10 -3.975 4.365 0.849
H11 -2.431 4.904 1.593
H12 -3.010 5.637 0.090
C14 -0.791 4.325 -0.499
H13 -0.933 5.294 -1.003
H14 -0.223 4.500 0.421
H15 -0.192 3.682 -1.154
C15 -4.603 1.442 1.090
H16 -4.538 0.722 0.263
H17 -5.402 1.105 1.766
H18 -4.917 2.409 0.673
C16 -2.944 0.152 2.476
H19 -2.767 -0.619 1.712
H20 -2.067 0.195 3.133
H21 -3.795 -0.185 3.089
C17 -3.436 2.515 3.046
H22 -3.658 3.537 2.727
H23 -4.282 2.175 3.665
H24 -2.552 2.535 3.691
C18 2.822 -3.873 0.979
H25 3.377 -4.487 1.705
H26 1.795 -3.756 1.353
H27 2.773 -4.432 0.035
C19 3.539 -1.772 2.171
H28 4.154 -0.864 2.138
H29 2.522 -1.502 2.482
H30 3.963 -2.435 2.940
C20 5.005 -2.741 0.392
H31 5.565 -3.126 1.259
H32 5.096 -3.487 -0.406
H33 5.497 -1.815 0.067
C21 3.243 -0.824 -3.165
H34 4.279 -0.557 -2.910
H35 3.240 -1.142 -4.221
H36 2.610 0.072 -3.094
C22 1.266 -2.315 -2.735
H37 0.616 -1.420 -2.756
H38 1.281 -2.719 -3.758
H39 0.806 -3.082 -2.088
C23 3.617 -3.197 -2.513
H40 4.669 -2.970 -2.294
H41 3.298 -4.070 -1.928
H42 3.565 -3.483 -3.576
Sr1 -0.306 -0.590 -0.110
C24 0.189 -1.548 2.471
O1 -0.086 -1.850 3.548
N2 -0.049 1.045 -1.989
C25 0.134 2.015 -2.629
C26 0.398 2.821 -3.893
C27 0.449 4.320 -3.603
C28 1.737 2.358 -4.465
C29 -0.745 2.512 -4.860
H43 -0.517 4.686 -3.230
H44 1.232 4.555 -2.870
H45 0.674 4.868 -4.529
H46 1.690 1.290 -4.717
H47 1.989 2.910 -5.382
H48 2.538 2.524 -3.730
H49 -0.604 3.024 -5.823
H50 -0.791 1.430 -5.049
H51 -1.704 2.839 -4.432
C30 -3.563 -5.439 1.016
N3 -2.771 -4.435 1.739
C31 -2.795 -4.436 3.212
C32 -2.199 -3.458 1.106
N4 -1.662 -2.544 0.580
H52 -3.973 -6.128 1.758
H53 -2.926 -5.985 0.305
H54 -4.385 -4.968 0.457
H55 -1.770 -4.355 3.602
H56 -3.380 -3.589 3.604
H57 -3.248 -5.375 3.535

Forces on atoms 1 to 3 (eV/Å):
C 0.613 0.399 -0.048
C -1.258 -0.327 -0.139
C 0.142 -0.859 -0.654

=====

DFT (ωB97M-V/def2-TZVPD) results for 4 unconnected molecules or ions with the total composition C3H16N2O3.

Frontier orbital gap   9.92 eV
DFT total energy   -12491.05678 eV
Maximum force   0.0957 hartree/bohr
Total charge   0
Energy relative to the best compared isomer or geometry (same formula, charge and spin)   61.59 kcal per mole
SMILES   CNCCN.O.O.O

Cartesian coordinates (Å):
C1 0.191 -2.322 -0.750
N1 0.126 -0.890 -0.417
C2 0.182 -0.636 1.059
C3 -0.560 0.756 1.322
N2 -0.532 1.065 2.763
H1 -0.351 -2.365 -1.826
H2 1.159 -2.776 -0.789
H3 -0.520 -2.929 -0.122
H4 0.920 -0.349 -0.842
H5 1.158 -0.642 1.534
H6 -0.438 -1.299 1.699
H7 -1.683 0.765 0.785
H8 0.046 1.435 0.595
H9 0.380 1.421 3.002
H10 -0.709 0.323 3.320
O1 -0.219 2.257 -2.302
H11 0.396 2.327 -3.112
H12 -1.138 2.435 -2.480
O2 -2.608 1.046 -1.902
H13 -2.062 0.401 -2.446
H14 -2.246 0.960 -1.017
O3 3.272 -1.483 0.891
H15 2.470 -1.497 0.468
H16 3.028 -0.785 1.532

Forces on atoms 1 to 3 (eV/Å):
C -3.210 0.303 -2.620
N 1.304 -0.109 1.773
C -2.820 1.315 -0.237

=====

DFT (ωB97M-V/def2-TZVPD) results for 6 unconnected molecules or ions with the total composition C6H24N2O6.

Frontier orbital gap   10.32 eV
DFT total energy   -21873.97065 eV
Maximum force   0.0786 hartree/bohr
Total charge   0
Energy relative to the best compared isomer or geometry (same formula, charge and spin)   36.68 kcal per mole
SMILES   NC(N)=O.CO.CO.CO.CO.CO

Cartesian coordinates (Å):
N1 3.023 -5.372 8.416
C1 2.378 -5.725 9.647
N2 1.440 -4.826 10.109
O1 2.592 -6.690 10.320
H1 2.419 -4.849 7.850
H2 3.631 -6.089 8.133
H3 1.166 -3.916 9.811
H4 1.082 -4.899 11.009
C2 -1.099 -2.728 16.765
O2 -1.463 -2.474 15.369
H5 -0.368 -3.500 16.775
H6 -0.607 -1.842 17.234
H7 -1.932 -3.198 17.314
H8 -1.784 -1.571 15.343
C3 0.725 -5.136 13.920
O3 0.611 -3.918 13.174
H9 1.071 -5.063 14.949
H10 -0.169 -5.727 13.910
H11 1.442 -5.693 13.348
H12 0.236 -3.249 13.722
C4 1.001 -9.005 13.952
O4 0.780 -8.381 12.714
H13 0.085 -9.469 14.300
H14 1.887 -9.707 13.956
H15 1.249 -8.253 14.732
H16 0.380 -8.934 12.027
C5 3.808 -9.313 8.417
O5 3.038 -10.302 9.044
H17 3.684 -8.369 8.994
H18 4.792 -9.696 8.268
H19 3.440 -9.194 7.391
H20 2.693 -9.955 9.884
C6 -0.522 -9.767 17.651
O6 0.022 -10.589 16.600
H21 0.090 -9.831 18.533
H22 -0.700 -8.685 17.465
H23 -1.549 -10.071 17.893
H24 0.598 -11.242 17.008

Forces on atoms 1 to 3 (eV/Å):
N -1.131 -0.230 3.874
C -0.523 2.271 -0.702
N -0.038 0.608 -1.411

=====

DFT (ωB97M-V/def2-TZVPD) results for a molecular structure, C14H8Cl2F6N4O6ReS2.

Frontier orbital gap (alpha / beta)   6.33 / 7.67 eV
DFT total energy   -98037.94180 eV
Maximum force   0.0439 hartree/bohr
Multiplicity   2
Total charge   0
Energy relative to the best compared isomer or geometry (same formula, charge and spin)   0.00 kcal per mole
<S²>   0.76

Cartesian coordinates (Å):
Re1 0.755 0.821 0.278
O1 0.830 0.367 2.206
N1 0.388 -0.827 2.545
N2 0.175 -1.577 1.569
O2 0.415 -1.236 0.329
C1 -0.368 -2.904 1.805
C2 -0.558 -3.716 0.704
C3 -1.084 -4.985 0.903
C4 -1.406 -5.418 2.180
C5 -1.203 -4.579 3.269
C6 -0.683 -3.309 3.092
H1 -0.304 -3.353 -0.280
H2 -1.241 -5.634 0.052
H3 -1.818 -6.407 2.329
H4 -1.455 -4.912 4.267
H5 -0.528 -2.645 3.929
F1 3.445 -1.840 -2.377
C7 4.051 -0.666 -2.308
F2 4.110 -0.114 -3.505
F3 5.266 -0.810 -1.812
S1 3.050 0.399 -1.187
O3 2.897 -0.272 0.110
O4 1.741 0.589 -1.845
N3 3.915 1.701 -1.134
S2 3.288 2.919 -0.330
O5 4.265 3.740 0.283
O6 2.167 2.471 0.541
C8 2.491 3.970 -1.638
F4 1.315 3.477 -1.991
F5 3.285 4.011 -2.701
F6 2.336 5.190 -1.148
Cl1 -1.056 4.028 0.239
C9 -2.325 2.979 -0.307
C10 -3.522 3.545 -0.710
C11 -4.558 2.723 -1.126
C12 -4.406 1.345 -1.118
C13 -3.209 0.796 -0.694
Cl2 -3.042 -0.932 -0.654
C14 -2.131 1.597 -0.302
N4 -0.958 0.998 0.119
H6 -3.631 4.620 -0.698
H7 -5.493 3.160 -1.451
H8 -5.207 0.690 -1.429

Forces on atoms 1 to 3 (eV/Å):
Re 1.230 -1.892 -0.069
O -0.184 0.208 0.719
N 0.211 0.262 -0.207